Below is C27H35NSe2Si2Te2Zn as an isolated structure at a distorted geometry, with properties calculated with ωB97M-V with the def2-TZVPD basis set.

As for the spin multiplicity: 1. The value obtained for the electronic energy is -239510.8922 eV. As for the HOMO-LUMO gap: 4.074 eV. As for the net charge: -2.

Last column: Mulliken charge in e.
Element x y z (Å)
Zn  -0.6007  1.6586  0.8083  0.06
C  1.5555  2.0520  0.6515  -1.02
Si  2.5858  0.7212  -0.1158  -0.16
C  1.8857  -0.9282  0.5997  -1.20
N  0.4315  -0.8452  0.6656  1.12
C  -0.2181  -1.2388  -0.5825  -0.73
C  -1.1466  -2.4418  -0.4301  -0.03
C  -0.4342  -3.5317  0.3620  -0.88
C  -0.1351  -3.0318  1.7813  -0.69
C  -0.1317  -1.4945  1.8270  -0.44
C  4.4427  0.5602  0.2876  0.44
C  5.4358  0.4975  -0.6879  -0.13
C  6.7704  0.3596  -0.3526  -0.64
C  7.1518  0.2909  0.9783  -0.38
C  6.1845  0.3846  1.9665  -0.66
C  4.8545  0.5182  1.6187  -0.48
C  2.4368  0.6696  -2.0058  0.43
C  2.1374  1.8151  -2.7311  -0.49
C  2.0089  1.7848  -4.1086  -0.62
C  2.1792  0.5925  -4.7924  -0.38
C  2.4836  -0.5612  -4.0888  -0.81
C  2.6166  -0.5135  -2.7128  0.13
H  1.6960  3.0076  0.1327  0.39
H  1.8948  2.2392  1.6796  0.72
H  2.2637  -1.0171  1.6209  0.68
H  2.2176  -1.8361  0.0706  0.19
H  0.5476  -1.4717  -1.3311  0.07
H  -0.7960  -0.3957  -0.9789  -0.07
H  -1.4264  -2.7975  -1.4235  0.52
H  -2.0662  -2.1561  0.0832  -0.40
H  0.4958  -3.7943  -0.1514  0.29
H  -1.0480  -4.4339  0.4094  0.43
H  0.8256  -3.4221  2.1259  0.32
H  -0.9077  -3.3875  2.4662  0.46
H  0.4153  -1.1442  2.7101  0.56
H  -1.1572  -1.1336  1.9318  -0.67
H  5.1533  0.5531  -1.7316  0.29
H  7.5227  0.2996  -1.1307  0.37
H  8.1940  0.1680  1.2444  0.35
H  6.4724  0.3490  3.0101  0.37
H  4.1093  0.5974  2.3983  0.33
H  2.0072  2.7513  -2.2105  0.37
H  1.7753  2.6911  -4.6517  0.40
H  2.0752  0.5614  -5.8701  0.36
H  2.6173  -1.4991  -4.6170  0.37
H  2.8739  -1.4192  -2.1767  0.36
Se  -1.1405  3.8691  1.1600  -0.30
Te  0.2973  5.8212  1.6579  -0.59
Te  -3.2100  7.2585  0.5875  -0.63
Se  -2.6340  4.9483  -0.1384  -0.33
C  -4.2136  2.1883  1.8293  -1.23
Si  -3.0344  1.0336  0.7983  1.12
C  -3.3292  1.5486  -1.0509  -1.68
C  -4.1603  -0.5254  0.8711  0.61
C  -3.9082  -1.6257  1.6730  -0.48
C  -4.7821  -2.6989  1.7495  -0.64
C  -5.9715  -2.6750  1.0454  -0.45
C  -6.2607  -1.5745  0.2576  -0.62
C  -5.3584  -0.5313  0.1664  -0.21
H  -5.2015  2.2774  1.3699  0.31
H  -3.8278  3.2051  1.9263  0.35
H  -4.3516  1.8082  2.8432  0.32
H  -4.1894  2.2093  -1.1605  0.34
H  -3.4748  0.6768  -1.6902  0.45
H  -2.4709  2.0877  -1.4589  0.47
H  -3.0132  -1.6594  2.2810  0.23
H  -4.5388  -3.5499  2.3743  0.38
H  -6.6704  -3.5008  1.1075  0.35
H  -7.2014  -1.5233  -0.2779  0.37
H  -5.6056  0.3050  -0.4717  0.33

Cartesian forces (eV/Å) of the 6 atoms listed first:
1.2 -1.3 -0.2
0.1 -0.6 -0.3
-0.7 -0.1 0.5
0.1 0.3 -0.3
0.1 -0.5 0.1
-0.3 0.1 -0.3

***

Below is C27H35O9RbS as an isolated structure, with properties calculated with ωB97M-V with the def2-TZVPD basis set.

The value obtained for the energy relative to the best compared isomer or geometry (same formula, charge and spin) is 0.000 eV. Its expectation value of S² is 0.76. As for the spin multiplicity: 2. The value obtained for the electronic energy is -58482.8972 eV. As for the HOMO-LUMO gap (alpha / beta): 3.068 / 6.887 eV. As for the net charge: -1.

Last column: Löwdin spin population.
Element x y z (Å)
Rb  -1.1480  0.6569  -0.3029  0.01
C  -0.2453  -1.3382  3.4439  0.00
C  0.8272  -1.2185  2.3745  0.00
O  0.7605  0.0351  1.7268  0.00
C  1.7149  1.0259  2.0419  0.00
C  1.0504  2.1655  2.7764  0.00
O  0.1468  2.7931  1.8890  0.00
C  -0.8831  3.5009  2.5522  0.00
C  -2.0711  2.6204  2.8710  0.00
O  -2.7935  2.4132  1.6788  0.00
C  -4.0294  1.7726  1.9100  0.00
C  -4.7669  1.6625  0.5912  0.01
O  -4.3017  0.5788  -0.1942  0.01
C  -4.8295  -0.6739  0.1711  0.00
C  -3.8679  -1.7178  -0.3442  0.00
O  -2.6245  -1.5756  0.3083  0.00
C  -2.1400  -2.6408  1.1001  0.00
C  -2.2689  -2.3142  2.5776  0.00
O  -1.5688  -1.1485  2.9762  0.00
H  -0.0837  -0.5698  4.2067  0.00
H  -0.1529  -2.3162  3.9370  0.00
H  0.7317  -1.9780  1.5955  0.00
H  1.8061  -1.3544  2.8537  0.00
H  2.1371  1.3882  1.1008  0.00
H  2.5345  0.6055  2.6365  0.00
H  1.8001  2.8915  3.1257  0.00
H  0.5239  1.7745  3.6565  0.00
H  -1.2098  4.2905  1.8741  0.00
H  -0.4927  3.9707  3.4644  0.00
H  -2.7115  3.1249  3.6128  0.00
H  -1.7553  1.6581  3.2991  0.00
H  -4.6200  2.3655  2.6261  0.00
H  -3.8612  0.7818  2.3564  0.00
H  -4.5914  2.5597  -0.0072  0.01
H  -5.8458  1.5601  0.7704  0.00
H  -5.8305  -0.8127  -0.2660  0.00
H  -4.9238  -0.7697  1.2607  0.00
H  -3.7076  -1.5548  -1.4147  0.00
H  -4.2599  -2.7339  -0.2239  0.00
H  -1.1022  -2.8120  0.8046  0.00
H  -2.7020  -3.5587  0.8831  0.00
H  -1.9343  -3.1756  3.1727  0.00
H  -3.3200  -2.1326  2.8235  0.00
O  1.1355  0.5464  -1.6463  0.00
C  2.0076  -0.5585  -1.8596  0.00
C  1.5105  -1.7434  -0.9468  0.00
O  2.3933  -2.5449  -0.5944  0.00
O  0.2852  -1.7837  -0.7192  0.00
C  3.4236  -0.0718  -1.5421  0.00
C  3.9948  -0.2438  -0.2835  0.00
C  5.2239  0.3224  0.0165  0.00
C  5.9123  1.0694  -0.9307  0.00
C  5.3560  1.2471  -2.1882  0.00
C  4.1241  0.6778  -2.4837  0.00
C  1.9137  -1.0725  -3.2910  0.00
C  0.9130  -0.6467  -4.1538  0.00
C  0.8493  -1.1400  -5.4537  0.00
C  1.7732  -2.0721  -5.8924  0.00
C  2.7619  -2.5201  -5.0214  0.00
C  2.8307  -2.0257  -3.7311  0.00
H  1.2484  1.2207  -2.3276  0.00
H  3.4819  -0.8555  0.4446  0.00
H  5.6505  0.1680  1.0011  0.00
H  6.8766  1.5033  -0.6952  0.00
H  5.8761  1.8235  -2.9432  0.00
H  3.7039  0.8183  -3.4736  0.00
H  0.1644  0.0590  -3.8143  0.00
H  0.0654  -0.7912  -6.1143  0.00
H  1.7234  -2.4565  -6.9039  0.00
H  3.4813  -3.2608  -5.3495  0.00
H  3.5885  -2.3872  -3.0476  0.00
S  -3.3785  4.0411  -2.2230  0.32
C  -2.2804  2.8776  -2.1283  0.64

Cartesian forces (eV/Å) of the 6 atoms listed first:
-0.4 0.4 0.1
0.0 0.0 0.0
0.1 0.0 0.0
0.1 0.0 -0.1
0.0 -0.1 0.0
0.0 0.0 0.0

***

Below is a 6-piece molecular cluster, C27H36B3N7O3 overall, with properties calculated with ωB97M-V with the def2-TZVPD basis set.

As for the spin multiplicity: 1. The value obtained for the electronic energy is -47191.6507 eV. As for the HOMO-LUMO gap: 8.492 eV. Its SMILES is CCNB1OBOB(c2cccnc2)O1.c1cc[nH]c1.c1cc[nH]c1.c1cc[nH]c1.c1cc[nH]c1.c1cc[nH]c1.

Last column: Mulliken charge in e.
Element x y z (Å)
C  6.2647  1.1892  -1.2121  -1.02
C  5.8647  -0.2271  -1.6236  -0.37
N  4.6771  -0.2038  -2.5040  -0.49
B  3.4565  0.1453  -1.8115  -0.04
O  2.9296  -0.6224  -0.7698  -0.45
B  1.9167  -0.0710  -0.0121  0.84
O  1.7912  1.3027  0.0695  -0.54
B  2.4884  2.0063  -0.9048  0.44
C  3.0343  3.4351  -0.6824  0.34
C  3.4108  4.2471  -1.7542  -0.40
C  3.9250  5.4996  -1.4938  -0.50
C  4.0555  5.8988  -0.1696  -0.27
N  3.6917  5.1554  0.8709  -0.62
C  3.1878  3.9544  0.6029  -0.50
O  2.7629  1.3183  -2.0791  0.37
H  7.3298  1.2075  -0.9605  0.43
H  5.7352  1.5339  -0.3172  0.22
H  6.1084  1.9001  -2.0254  0.24
H  6.6816  -0.6945  -2.1757  0.43
H  5.6711  -0.8163  -0.7169  0.19
H  4.6043  -1.0902  -2.9907  0.24
H  1.1407  -0.7602  0.5613  -0.19
H  3.3080  3.8827  -2.7709  0.47
H  4.2413  6.1604  -2.2935  0.37
H  4.4779  6.8750  0.0557  0.36
H  2.8980  3.3523  1.4618  0.47
C  0.2888  -4.1031  1.3300  -0.03
C  1.6151  -3.6044  1.4425  -0.41
C  2.1014  -4.0018  2.6588  -0.92
N  1.1169  -4.7129  3.2892  -0.03
C  0.0105  -4.7844  2.4841  -0.71
H  -0.3826  -3.9739  0.4983  0.46
H  2.1501  -3.0222  0.7113  0.63
H  3.0552  -3.8357  3.1291  0.39
H  1.1952  -5.1206  4.2026  0.18
H  -0.8765  -5.3058  2.8028  0.39
C  -1.2337  -7.0226  -0.3149  0.01
C  -1.3126  -7.8108  -1.4957  -0.75
C  -2.4204  -7.4011  -2.1882  -0.44
N  -3.0142  -6.3989  -1.4717  -0.03
C  -2.2977  -6.1609  -0.3303  -0.58
H  -0.4826  -7.0785  0.4547  0.45
H  -0.6323  -8.5880  -1.8009  0.37
H  -2.8330  -7.7350  -3.1245  0.37
H  -3.8487  -5.9125  -1.7414  0.19
H  -2.6049  -5.4015  0.3686  0.42
C  -1.0006  2.8899  -1.3609  0.01
C  -0.7293  3.5801  -2.5761  -0.45
C  -1.8369  4.3215  -2.8832  -0.72
N  -2.7679  4.1011  -1.9016  0.02
C  -2.2650  3.2317  -0.9689  -1.02
H  -0.3452  2.2178  -0.8344  0.66
H  0.1772  3.5355  -3.1571  0.44
H  -2.0429  4.9810  -3.7085  0.40
H  -3.6702  4.5348  -1.8633  0.31
H  -2.8459  2.9347  -0.1127  0.39
C  -0.3830  0.1247  5.5381  -0.70
C  0.3724  -0.7689  4.7296  -0.23
C  -0.2413  -1.9918  4.7844  -0.21
N  -1.3371  -1.8693  5.5960  0.02
C  -1.4320  -0.5845  6.0583  -0.42
H  -0.1798  1.1676  5.7148  0.40
H  1.2628  -0.5401  4.1680  0.47
H  0.0099  -2.9278  4.3134  0.12
H  -1.9762  -2.6093  5.8179  0.19
H  -2.2332  -0.2858  6.7120  0.38
C  -8.2170  2.6101  -2.3255  -0.39
C  -8.0379  3.3157  -1.1039  -0.58
C  -6.7372  3.7395  -1.0653  -0.21
N  -6.1249  3.3158  -2.2143  0.13
C  -7.0196  2.6290  -2.9882  -0.52
H  -9.1220  2.1429  -2.6756  0.39
H  -8.7791  3.4906  -0.3426  0.38
H  -6.2001  4.3026  -0.3207  0.33
H  -5.1665  3.4818  -2.4570  0.10
H  -6.7290  2.2145  -3.9379  0.36

Cartesian forces (eV/Å) of the 6 atoms listed first:
0.4 -0.1 0.1
-0.2 0.2 0.0
0.0 -0.3 -0.2
-0.5 -0.1 0.0
0.0 0.2 0.0
-0.3 -0.1 0.2